Molecular formula: C6H8F5NO
Method: DFT, wB97M-V/def2-TZVPD

Results
Total charge: 0
Lowest unoccupied orbital energy (spin up / spin down): 0.726 / 0.269 eV
Energy relative to the best compared isomer or geometry (same formula, charge and spin): 27.3 kcal/mol
HOMO-LUMO gap (spin up / spin down): 0.329 / 0.275 hartree
HOMO (spin up / spin down): -8.22 / -7.22 eV

CARTESIAN COORDINATES (ANGSTROEM)
C1 -1.043537 -0.405103 1.677240
C2 -2.878629 0.644102 -1.989860
C3 -1.153095 2.099894 -1.301997
C4 -0.798762 3.190871 -0.369265
C5 0.922304 -2.698565 0.640996
C6 1.183952 -1.401864 1.440638
N1 0.007238 -0.524035 1.035018
O1 -2.322169 1.746361 -1.617529
F1 -1.990937 0.438208 1.291193
F2 -1.287278 -1.086857 2.830504
F3 -4.168639 0.748424 -2.382478
F4 -2.061034 -0.005987 -2.971503
F5 -0.114197 1.469963 -1.772875
H1 -0.106662 2.697528 0.355658
H2 -1.613873 3.665174 0.245467
H3 -0.342772 3.970755 -0.919382
H4 1.740766 -3.394792 0.641221
H5 0.199364 -3.285585 1.207488
H6 0.739663 -2.500329 -0.364464
H7 1.173397 -1.497209 2.536645
H8 1.850348 -0.872055 0.765183

Force components x, y, z for each atom (eV/Å):
1.666 -0.726 0.013
0.379 -4.137 -0.965
0.635 1.664 0.625
-0.985 -0.831 1.815
0.587 -0.848 3.108
-2.809 0.418 -2.631
-0.362 0.144 0.444
-1.354 1.795 0.332
-0.160 -0.760 0.986
-0.816 1.113 -0.875
1.319 0.588 -0.370
-1.762 1.099 0.897
0.561 -1.026 -0.570
-0.121 0.757 -0.439
0.446 -0.873 -0.926
0.915 0.865 -0.369
1.035 0.025 0.145
-0.773 0.138 -0.681
-0.974 0.413 -1.513
1.011 0.107 -0.594
1.561 0.075 1.569